DFT (ωB97M-V with the def2-TZVPD basis set) results for 5 unconnected molecules or ions with the total composition C7H22NO4 at a distorted geometry.

The geometry in XYZ format:
```
34
Properties=species:S:1:pos:R:3:forces:R:3:lowdin_charge:R:1
C -0.24298 -2.14898 1.32474 -3.9105 -0.5850 -0.3178 -0.156
C -0.46822 -2.70929 -0.14766 -0.6173 1.7471 1.5682 -0.132
C -0.85953 -1.68630 -1.21669 -1.4195 -0.2359 -0.7666 -0.288
C -0.70183 -1.96056 -2.53462 -0.0521 2.1310 -1.1780 0.055
C -2.46067 1.75973 -0.58561 -0.9864 2.3967 -0.5569 -0.118
C -1.69640 0.74642 -1.28422 0.0646 -3.7148 1.3218 -0.159
C -1.69728 -0.49221 -0.72736 2.6717 -0.1720 -2.6168 -0.079
N 0.59504 -0.91711 1.41280 0.3050 -2.9480 1.9723 0.115
H 0.04777 -3.03937 1.90130 1.0293 0.8359 0.1157 0.125
H -1.27004 -1.92811 1.84296 1.7062 -0.0724 -1.2651 0.149
H -1.15464 -3.53500 0.00966 -0.6043 0.1103 -0.2582 0.123
H 0.40586 -3.19038 -0.44401 1.7847 -0.7623 -0.5936 0.085
H -1.01643 -1.18444 -3.34152 0.1489 -1.2651 1.7477 0.097
H -0.19478 -2.77575 -3.07020 -0.0758 -0.0264 1.0907 0.068
H -2.60422 1.60984 0.47490 -0.1421 -0.7339 0.1868 0.067
H -1.76431 2.61700 -0.59089 -1.0271 0.5789 -0.2873 0.075
H -3.49838 1.93947 -1.05136 1.7320 0.2711 0.5216 0.121
H -1.08822 0.90683 -2.16330 -0.1556 0.3721 -0.0922 0.103
H -2.19312 -0.69171 0.17028 -0.9799 -0.0275 1.2529 0.084
H 0.36892 -0.25925 0.66531 -0.3558 0.2309 0.4139 0.116
H 0.53199 -0.52805 2.42200 0.2151 -0.0362 -2.5366 0.176
H 1.54707 -1.30867 1.19790 -0.2412 1.3347 0.3284 0.095
H 0.84234 1.93508 1.78748 -2.3855 -1.3110 1.9394 0.093
H -0.18036 2.00226 3.04994 0.8702 -1.6560 -1.9547 0.111
O 0.12403 1.35202 2.31299 1.1769 3.4339 0.6588 -0.162
H 0.38588 4.12405 1.59636 -7.6290 3.9304 1.6073 -0.029
H 1.24311 3.74642 0.61598 1.1479 0.0490 -5.2335 0.004
O 1.14056 3.74321 1.49561 6.6610 -3.7410 3.3400 0.097
H 3.24567 -1.30696 -0.21189 0.9813 -0.4102 -1.8469 0.050
H 3.28937 0.00341 0.66790 0.2242 -0.2085 -0.5002 0.085
O 2.97190 -0.90106 0.57440 -0.1492 0.4737 1.8984 0.001
H 2.11902 2.06765 -1.81494 0.7678 3.8612 -0.2586 -0.007
H 2.27805 0.82628 -2.54390 1.6508 -1.8424 -3.9783 -0.009
O 1.95484 1.18351 -1.79436 -2.4063 -2.0084 4.2775 0.043
```
Forces are in eV/Å.

Calculated values
- Energy relative to the best compared isomer or geometry (same formula, charge and spin): 2.8864 eV
- Calculated total energy: -17286.77395 eV
- HOMO energy: -0.42624 hartree
- Net charge: +1
- Gap between HOMO and LUMO: 8.72 eV